(1)
Entry from the Open Molecules 2025 dataset: C4H6O2 as an isolated structure in a non-equilibrium geometry (ωB97M-V with the def2-TZVPD basis set).

Calculated values
Energy above the lowest of the compared OMol25 structures with the same formula, charge and spin (kcal/mol): 114.5
HOMO-LUMO gap (spin up / spin down) (eV): 8.071 / 8.809
HOMO level (spin up / spin down) (eV): -7.99 / -8.18

Last column: natural (NBO) charge in e.
Positions of all 12 atoms, in Å:
O -1.6781 0.1594 1.1636  -0.520
O 1.7415 0.4779 0.0328  -0.462
C 0.7701 0.0033 -0.8090  0.067
C -0.2198 -1.0249 -0.3325  -0.591
C -1.5217 -0.3726 0.0921  0.454
C 0.9240 1.2427 0.7684  -0.043
H -2.3194 -0.3380 -0.6770  0.108
H 0.3135 2.0158 0.3088  0.174
H 1.1192 1.2593 1.8535  0.173
H 0.1884 -1.5619 0.5339  0.244
H -0.4363 -1.7498 -1.1283  0.223
H 1.1435 -0.0787 -1.8273  0.174



(2)
Entry from the Open Molecules 2025 dataset: the molecule C4H6O2 (ωB97M-V with the def2-TZVPD basis set).

Calculated values
Energy above the lowest of the compared OMol25 structures with the same formula, charge and spin (kcal/mol): 62.2
HOMO-LUMO gap (eV): 9.904
SMILES string: O/C=C1\C[C@H]1O
HOMO level (eV): -9.09

Last column: natural (NBO) charge in e.
Positions of all 12 atoms, in Å:
O -0.1762 1.3761 -2.0912  -0.676
O -0.3934 -0.5356 2.1808  -0.700
C -0.2739 -0.0796 -0.2747  -0.187
C 1.1091 -0.1034 0.2606  -0.474
C -0.0022 -0.9163 0.8957  0.095
C -0.8610 0.5234 -1.2807  0.172
H -1.9058 0.4787 -1.5652  0.186
H 1.8737 -0.6239 -0.3147  0.219
H -1.3427 -0.3729 2.1710  0.476
H 0.0583 -1.9982 0.7771  0.184
H 1.4270 0.7746 0.8219  0.224
H 0.5929 1.6736 -1.5891  0.480